Entry 1:
2 unconnected molecules or ions with the total composition C5H7F in a non-equilibrium geometry, computed with wB97M-V/def2-TZVPD.

Positions of all 13 atoms, in Å:
C -1.854388 -1.746820 -1.623070
C -1.178184 -1.166500 -0.815993
C 1.394985 0.456449 -0.055939
C -0.777764 0.716471 1.008507
C 0.352611 -0.214329 0.672988
F -0.458428 1.570359 2.107036
H -2.138446 -2.442617 -2.333218
H 1.017741 1.347560 -0.552630
H 2.268359 0.848472 0.390811
H 1.866945 -0.096634 -0.908493
H -0.888366 1.278604 0.113346
H -1.657742 0.079245 1.256863
H 0.578230 -1.196368 1.252531

Atomic forces in eV per Å
0.792 0.217 0.568
2.663 1.487 2.180
1.227 0.238 -3.577
-0.779 -1.475 1.870
-1.921 -2.927 -0.343
0.006 -0.700 -0.969
-0.909 -0.672 -0.977
-0.398 0.054 -0.036
0.833 -0.020 1.737
-0.638 -0.211 0.782
-0.701 0.865 -0.296
0.435 1.103 0.034
-0.609 2.040 -0.972

The calculation puts the max |F| at 3.789 eV/Å. The HOMO energy comes out at -9.85 eV. The electronic energy is -294.3596 a.u. The spin multiplicity is 1. Its frontier orbital gap is 9.04 eV. As for the LUMO energy: -0.8 eV. The value obtained for the energy above the lowest of the compared OMol25 structures with the same formula, charge and spin is 121.7 kcal per mole.

Entry 2:
2 unconnected molecules or ions with the total composition C5H7F2NO2 in a non-equilibrium geometry, computed with wB97M-V/def2-TZVPD.

Positions of all 17 atoms, in Å:
C -0.803429 -0.107271 1.913099
N -0.007618 -0.010524 0.881047
C 1.209811 -0.802268 0.878449
C 2.305090 -0.150133 -0.045247
O 3.484048 -0.441621 -0.121342
O 1.640992 0.679189 -0.864752
H -1.784805 0.275480 1.807397
H -0.651337 -0.776852 2.758057
H 1.554992 -0.868860 1.987374
H 1.065421 -1.870525 0.566573
H 0.681114 0.743152 -0.543022
C -1.368601 0.345774 -2.170484
C -1.990764 1.312241 -1.561339
F -1.529154 2.325061 -0.785949
F -3.338502 1.512582 -1.659392
H -1.987006 -0.448621 -2.561554
H -0.321126 0.474983 -2.406259

Atomic forces in eV per Å
1.833 -0.896 -2.819
-1.847 -0.724 2.079
1.682 -0.530 2.766
-0.596 -0.909 -0.109
-2.084 0.658 0.300
0.185 0.466 -0.151
-0.708 1.004 0.079
0.484 0.074 0.101
0.019 -0.042 -1.892
-0.129 1.040 -0.046
1.261 -0.135 -0.124
0.435 0.119 -0.397
-2.120 2.199 0.843
0.075 -1.238 -1.253
1.248 -0.660 0.564
0.190 0.161 -0.386
0.072 -0.586 0.445

The calculation puts the max |F| at 3.480 eV/Å. The HOMO energy comes out at -10.34 eV. The electronic energy is -599.6187 a.u. The spin multiplicity is 1. Its frontier orbital gap is 10.45 eV. As for the LUMO energy: 0.1 eV. As for the SMILES: C=NCC(=O)O.C=C(F)F. The value obtained for the energy above the lowest of the compared OMol25 structures with the same formula, charge and spin is 42.6 kcal per mole.

Entry 3:
2 unconnected molecules or ions with the total composition C5H7F7O3PS in a non-equilibrium geometry, computed with wB97M-V/def2-TZVPD.

Positions of all 24 atoms, in Å:
O 2.999665 -1.482714 1.886741
C 2.560987 -0.908890 0.995756
O 1.742097 -1.557814 0.054416
C 0.398169 -1.699827 0.504801
C -0.490708 -0.504488 -0.076529
F -1.528728 -1.073912 -0.784251
F 0.313219 0.246211 -0.842908
C -1.106378 0.251435 1.132161
F -1.942829 -0.633996 1.727414
F -0.201296 0.547399 2.055286
C -1.979145 1.507947 0.778476
F -1.637995 2.085013 -0.383011
F -3.275006 1.266714 0.757507
F -1.770899 2.413535 1.732491
P 3.064198 0.930845 0.882452
S 3.410408 1.616858 2.653454
H 0.323964 -1.783761 1.599511
H 0.026655 -2.629724 0.038664
H 4.254353 0.986534 0.102043
H 2.090325 1.695719 0.198030
O -1.773636 -0.529091 -3.804276
H -1.079965 0.010724 -4.242002
H -2.668272 -0.308120 -4.143704
H -1.729185 -0.446597 -2.822522

Atomic forces in eV per Å
1.215 -1.760 2.744
-0.956 1.275 -2.777
-0.408 0.774 0.386
-0.143 -0.314 -0.959
1.551 -1.794 2.412
0.164 0.918 -0.864
-1.058 0.329 -0.571
-1.440 -0.303 -0.319
-0.066 -0.154 -0.298
0.723 0.427 -0.551
0.242 1.395 1.141
0.172 -0.485 -0.380
-0.121 -0.646 -0.376
0.096 0.012 0.006
0.679 0.959 1.064
-0.220 -0.098 -0.179
0.021 0.095 -0.413
0.046 0.429 0.340
-0.689 -0.394 -0.348
0.165 -0.595 -0.357
-0.039 0.178 -0.029
-0.062 -0.067 0.041
0.086 -0.042 0.027
0.040 -0.140 0.260

The calculation puts the max |F| at 3.479 eV/Å. The HOMO energy comes out at -11.16 eV. The electronic energy is -1858.6910 a.u. The spin multiplicity is 1. As for the charge: +1. Its frontier orbital gap is 5.81 eV. As for the LUMO energy: -5.3 eV.

Entry 4:
2 unconnected molecules or ions with the total composition C5H7FO in a non-equilibrium geometry, computed with wB97M-V/def2-TZVPD.

Positions of all 14 atoms, in Å:
C -1.545114 -1.612487 0.807225
C 0.492201 -0.778927 -1.139852
C -2.218660 -1.548299 1.932987
C 0.989288 0.395318 -0.892005
C 0.459293 1.356538 0.130622
O 2.067939 0.913785 -1.571860
F -3.212357 -2.446470 2.221598
H -1.672416 -2.320901 0.019856
H 0.560839 -1.659655 -1.721559
H -2.084234 -0.843385 2.739203
H -0.248739 2.032111 -0.346723
H 1.289056 1.940124 0.522288
H -0.044766 0.819366 0.927786
H 2.393396 0.288171 -2.230099

Atomic forces in eV per Å
-0.496 -0.276 0.344
-0.787 -0.241 0.808
0.330 0.112 -0.204
0.220 0.269 0.025
0.181 -0.068 -0.209
0.148 0.337 -0.039
0.333 0.256 -0.184
0.126 -0.147 -0.431
0.121 -0.450 -0.355
-0.004 0.070 0.027
-0.018 0.096 0.020
-0.007 0.054 0.110
-0.005 0.024 0.003
-0.141 -0.036 0.085

The calculation puts the max |F| at 1.153 eV/Å. The HOMO energy (alpha / beta) comes out at -9.09 / -9.14 eV. The electronic energy is -369.5874 a.u. The spin multiplicity is 1. Its frontier orbital gap (alpha / beta) is 8.92 / 8.27 eV. As for the LUMO energy (alpha / beta): -0.2 / -0.9 eV. The value obtained for the energy above the lowest of the compared OMol25 structures with the same formula, charge and spin is 132.8 kcal per mole.

Entry 5:
C5H7FSi in the gas phase in a non-equilibrium geometry, computed with wB97M-V/def2-TZVPD.

Positions of all 14 atoms, in Å:
C 2.950579 1.765123 0.069227
C 2.285235 0.754471 -0.085170
Si 0.926225 -0.498237 0.203350
C 0.303066 -1.699720 -1.113229
F 1.430936 -1.536361 1.388779
C -0.393518 0.449394 1.224237
C -1.693048 0.211643 1.125803
H 3.714399 2.484275 0.312109
H 1.024661 -2.525051 -1.187543
H -0.691653 -2.146867 -0.748346
H 0.070390 -1.149683 -2.097483
H -0.077699 1.274714 1.873716
H -2.386265 0.488818 1.940833
H -2.056714 -0.435122 0.344862

Atomic forces in eV per Å
0.027 -1.337 0.109
-0.114 0.559 0.134
-0.502 -0.168 1.764
-1.444 0.989 -0.380
0.158 0.679 -0.919
0.722 0.557 -1.256
-0.256 -0.493 0.929
-0.468 -0.019 -0.311
-0.205 0.352 -0.366
1.467 0.675 -0.407
0.593 -1.128 1.301
0.193 -0.689 0.269
0.164 0.360 -0.899
-0.336 -0.337 0.034

The calculation puts the max |F| at 1.842 eV/Å. The HOMO energy comes out at -9.95 eV. The electronic energy is -584.0577 a.u. The spin multiplicity is 1. Its frontier orbital gap is 10.82 eV. As for the LUMO energy: 0.9 eV. As for the SMILES: C#C[Si@@](C)(F)C=C. The value obtained for the energy above the lowest of the compared OMol25 structures with the same formula, charge and spin is 0.0 kcal per mole.

Entry 6:
A molecular structure, C5H7GdLiO3 in a non-equilibrium geometry, computed with wB97M-V/def2-TZVPD.

Positions of all 17 atoms, in Å:
C 1.163268 -1.414400 2.141474
C 1.272970 -0.480459 3.043902
H 1.769716 -2.271064 1.860848
H 2.052576 -0.446726 3.800861
H 0.893210 0.601277 2.480876
O 0.059894 -1.118122 0.917100
Li 3.113695 0.323470 0.414246
O 1.178774 0.743061 0.354689
C 0.316103 -0.091100 0.118916
O -0.580066 -0.096337 -0.844998
C -0.807751 1.030200 -1.660519
C -1.861071 0.853043 -2.669792
H 0.036938 1.715918 -1.703374
H -1.429486 0.676505 -3.671752
H -2.467634 1.764967 -2.703099
H -2.522363 0.009285 -2.420565
Gd -2.188774 -1.799518 0.541187

Atomic forces in eV per Å
0.545 -0.216 0.347
-0.679 3.785 -3.561
-0.873 -0.503 -0.121
-0.319 -0.225 0.444
0.497 -2.814 3.064
0.578 -0.113 -0.039
0.914 0.432 0.090
-1.482 -1.399 -1.992
4.006 1.295 3.994
-2.822 2.607 -2.918
0.297 -3.308 -2.148
0.015 -0.265 2.741
-0.202 0.795 0.537
0.454 0.423 -0.338
-0.018 0.589 -0.519
0.229 0.180 -0.220
-1.140 -1.263 0.639

The calculation puts the max |F| at 5.803 eV/Å. The HOMO energy (alpha / beta) comes out at -24.81 / -26.00 eV. The electronic energy is -1191.7328 a.u. The spin multiplicity is 9. As for the charge: +4. Its frontier orbital gap (alpha / beta) is 6.29 / 7.47 eV. As for the LUMO energy (alpha / beta): -18.5 / -18.5 eV. As for the expectation value of S²: 20.0194. The value obtained for the energy above the lowest of the compared OMol25 structures with the same formula, charge and spin is 0.0 kcal per mole.

Entry 7:
C5H7IP2S in the gas phase in a non-equilibrium geometry, computed with wB97M-V/def2-TZVPD.

Positions of all 16 atoms, in Å:
C -1.715052 1.274070 2.076014
C -0.803777 0.451495 1.147729
S -1.714630 -0.400192 -0.138028
C -0.280813 -0.816907 -0.982442
P -0.375749 -1.942913 -2.373687
C 0.849079 -0.332854 -0.424675
P 2.336715 -0.849281 -1.328881
C 0.532750 0.364256 0.847321
I 1.828305 1.377011 2.038324
H -2.143180 2.073098 1.525714
H -2.449466 0.675538 2.456383
H -1.162743 1.641558 2.875704
H 0.458673 -1.259757 -3.191098
H -1.454612 -1.314055 -3.051769
H 3.224399 -1.410699 -0.364053
H 2.870102 0.469633 -1.112557

Atomic forces in eV per Å
2.622 -0.602 -2.002
-0.835 -0.368 -1.574
0.626 0.428 0.834
-0.969 0.368 0.090
-1.149 -0.979 -0.395
-0.285 -0.587 1.724
1.113 1.542 0.657
-1.246 -0.067 -0.786
0.912 0.314 0.354
-0.383 0.815 -0.506
-2.084 -1.628 0.924
1.038 0.851 1.444
0.991 0.501 -0.823
-0.286 -0.188 0.320
-0.455 0.081 0.224
0.390 -0.479 -0.486

The calculation puts the max |F| at 3.353 eV/Å. The HOMO energy comes out at -8.50 eV. The electronic energy is -1573.2400 a.u. The spin multiplicity is 1. Its frontier orbital gap is 9.04 eV. As for the LUMO energy: 0.5 eV. As for the SMILES: Cc1sc(P)c(P)c1I.

Entry 8:
A molecular structure, C5H7IrO3 in a non-equilibrium geometry, computed with wB97M-V/def2-TZVPD.

Positions of all 16 atoms, in Å:
O 3.337278 3.925605 3.404475
C 2.846390 4.148760 2.316949
O 3.377716 4.455329 1.204559
Ir 1.720818 5.267913 0.424143
O 1.461948 4.222861 2.175387
C 0.615971 3.585434 3.155901
H -0.406714 3.818544 2.842334
H 0.782065 2.501068 3.141082
H 0.772641 4.014595 4.152747
C 5.768079 1.617087 4.504537
C 4.820233 1.891136 5.363587
C 3.747521 2.125098 6.086001
H 6.822285 1.742084 4.762396
H 5.531997 1.575412 3.419880
H 3.260887 1.320155 6.642274
H 3.386871 3.146168 6.234894

Atomic forces in eV per Å
-1.043 0.301 -2.714
2.059 -1.578 6.235
0.558 0.594 -1.704
-0.736 1.273 -2.404
-0.128 -0.432 0.178
-1.461 -0.289 0.838
0.265 -0.137 0.010
0.163 0.422 -0.036
0.326 -0.114 -0.418
0.049 1.046 -0.387
-0.654 -0.184 -0.394
0.524 -0.131 0.122
-0.310 -0.370 0.038
0.107 -0.324 0.894
0.129 0.243 -0.204
0.150 -0.321 -0.054

The calculation puts the max |F| at 6.753 eV/Å. The HOMO energy (alpha / beta) comes out at -12.16 / -12.09 eV. The electronic energy is -524.1512 a.u. The spin multiplicity is 6. As for the charge: +1. Its frontier orbital gap (alpha / beta) is 7.84 / 2.84 eV. As for the LUMO energy (alpha / beta): -4.3 / -9.2 eV. As for the expectation value of S²: 8.7587. The value obtained for the energy above the lowest of the compared OMol25 structures with the same formula, charge and spin is 38.0 kcal per mole.

Entry 9:
C5H7N in the gas phase in a non-equilibrium geometry, computed with wB97M-V/def2-TZVPD.

Positions of all 13 atoms, in Å:
C 2.025708 -0.013903 -0.057115
C 2.571020 0.428315 -1.157235
C 0.695396 0.768306 -0.044127
N -0.246593 -0.031309 0.692541
C -0.906404 -1.070042 -0.065686
C -1.640486 0.143036 0.380400
H 2.257490 -0.783165 0.714811
H 0.794924 1.752065 0.427783
H 0.343030 0.987024 -1.079332
H -1.019930 -2.014703 0.453840
H -0.680546 -1.150871 -1.129870
H -2.291492 0.112114 1.246655
H -1.902119 0.873127 -0.382664

Atomic forces in eV per Å
0.710 0.105 -0.766
-0.063 -0.881 0.964
-0.355 0.597 -0.200
0.249 -0.152 0.262
-0.152 -0.324 -0.124
-0.327 0.131 -0.007
-0.173 0.990 -0.720
0.128 -0.320 0.211
0.163 -0.164 0.363
-0.104 0.060 -0.072
0.002 0.067 0.192
-0.079 -0.033 -0.158
-0.001 -0.075 0.055

The calculation puts the max |F| at 1.307 eV/Å. The HOMO energy comes out at -9.58 eV. The electronic energy is -249.2728 a.u. The spin multiplicity is 1. Its frontier orbital gap is 9.64 eV. As for the LUMO energy: 0.1 eV. The value obtained for the energy above the lowest of the compared OMol25 structures with the same formula, charge and spin is 125.8 kcal per mole.

Entry 10:
C5H7N in the gas phase in a non-equilibrium geometry, computed with wB97M-V/def2-TZVPD.

Positions of all 13 atoms, in Å:
C 1.914118 0.044201 -0.149038
C 0.413136 -0.103751 -0.055279
C -0.392034 1.013845 0.088838
C -1.872603 0.778883 0.087807
C -1.904072 -0.564274 0.013231
N -0.258152 -1.253091 -0.112758
H 2.477627 -0.558128 0.572913
H 2.283554 -0.201838 -1.154688
H 2.156544 1.097690 0.018033
H -0.018098 1.665289 0.854621
H -2.633874 1.627533 0.122968
H -2.471273 -1.437274 0.043960
H 0.389013 -2.079713 -0.274710

Atomic forces in eV per Å
-0.029 -0.013 0.088
-0.220 1.164 0.128
-0.417 0.570 0.687
2.605 -1.330 -0.008
2.050 -1.439 -0.624
-1.284 1.685 0.126
-0.206 -0.033 -0.073
-0.199 -0.030 0.197
0.007 -0.211 0.009
0.317 1.426 -0.542
1.035 -1.872 0.160
-1.372 -0.638 -0.180
-2.287 0.720 0.032

The calculation puts the max |F| at 2.925 eV/Å. The HOMO energy comes out at -7.51 eV. The electronic energy is -249.3478 a.u. The spin multiplicity is 1. Its frontier orbital gap is 8.53 eV. As for the LUMO energy: 1.0 eV. As for the SMILES: Cc1ccc[nH]1. The value obtained for the energy above the lowest of the compared OMol25 structures with the same formula, charge and spin is 78.7 kcal per mole.